1.
The following is a DFT calculation (ωB97M-V/def2-TZVPD) of C25H22ClFeNP as an isolated structure in a non-equilibrium geometry.

Structure (XYZ):
```
51
Properties=species:S:1:pos:R:3:forces:R:3
Fe -0.493 -0.651 0.792 -0.9 2.1 -0.6
Cl -0.578 1.243 1.995 -0.4 -0.2 -0.5
P -0.038 0.828 -1.082 0.1 0.2 -1.5
C -1.467 -0.058 -1.830 0.6 -0.9 1.3
C -1.276 -0.997 -2.863 -0.1 0.3 -0.5
C -2.394 -1.550 -3.500 0.5 0.4 0.3
C -3.668 -1.269 -2.969 0.3 -0.5 0.0
C -3.838 -0.577 -1.759 0.3 0.1 -0.7
C -2.720 0.018 -1.176 -0.4 0.0 -0.2
C -0.245 2.607 -1.341 -0.4 -0.2 0.5
C 0.593 3.479 -0.637 -0.1 0.3 0.4
C 0.395 4.854 -0.731 -0.8 -0.4 -0.1
C -0.680 5.329 -1.486 0.8 0.2 -1.2
C -1.502 4.478 -2.207 -0.7 -0.8 0.1
C -1.324 3.109 -2.092 0.1 -0.6 0.6
C 1.516 0.271 -1.808 0.3 0.8 0.2
C 2.562 -0.238 -1.004 -0.2 -0.2 -0.6
C 3.809 -0.466 -1.602 -0.2 0.1 -0.7
C 3.990 -0.126 -2.963 -0.2 0.4 0.1
C 2.967 0.467 -3.740 -0.3 -0.2 0.2
C 1.727 0.687 -3.142 0.2 -0.3 0.2
H 1.284 3.086 0.099 0.3 0.0 -0.3
H 0.972 5.576 -0.177 0.3 -0.2 0.1
H -0.763 6.386 -1.683 -0.2 0.2 0.5
H -2.371 4.788 -2.796 0.5 0.4 0.3
H -2.070 2.406 -2.452 0.2 0.2 -0.4
H -0.254 -1.213 -3.185 -0.5 0.1 -0.2
H -2.228 -2.157 -4.409 -0.4 0.3 0.7
H -4.532 -1.703 -3.457 0.0 0.1 0.0
H -4.846 -0.444 -1.363 0.4 -0.1 0.1
H -2.828 0.538 -0.228 0.0 0.4 -0.2
H 2.388 -0.461 0.057 0.2 0.1 -0.4
H 4.647 -0.920 -1.059 -0.5 0.3 -0.1
H 4.980 -0.250 -3.406 -0.3 -0.1 0.1
H 3.071 0.750 -4.807 0.3 -0.3 0.9
H 0.907 1.179 -3.683 0.5 -0.2 0.1
H -0.280 -3.803 -2.792 0.3 0.0 0.0
H 0.469 -3.757 -2.749 -0.3 0.0 0.0
N 0.206 -1.519 2.250 1.4 -1.8 0.8
C 0.492 -1.882 3.309 -1.0 0.7 -1.3
C 0.483 -2.164 4.649 -0.2 -0.6 0.8
C -0.446 -1.466 5.409 0.2 0.5 0.8
C -0.540 -1.747 6.759 -0.1 -0.2 0.4
C 0.224 -2.793 7.302 0.1 -0.9 -0.3
C 1.074 -3.564 6.480 0.5 0.5 0.0
C 1.206 -3.233 5.141 0.1 -0.2 0.3
H -1.013 -0.689 4.932 -0.3 0.3 0.1
H -1.210 -1.156 7.389 0.2 -0.3 -0.2
H 0.122 -3.137 8.342 0.0 0.6 -0.5
H 1.742 -4.328 6.880 -0.6 0.0 0.1
H 1.776 -3.759 4.393 0.5 -0.4 0.5
```
Forces are in eV/Å.

As for the orbital gap (spin up / spin down): 8.13 / 5.71 eV. Its expectation value of S² is 8.7736. The spin multiplicity is 6. As for the LUMO energy (spin up / spin down): -6.5 / -9.3 eV. For the HOMO energy (spin up / spin down), the calculation gives -0.538 / -0.550 Eh. The net charge is +2.

2.
The following is a DFT calculation (ωB97M-V/def2-TZVPD) of an isolated ion of composition C5H9N and charge +1 in a non-equilibrium geometry.

Structure (XYZ):
```
15
Properties=species:S:1:pos:R:3:forces:R:3
C -0.338 -0.028 -2.619 -0.1 -0.4 0.1
C -0.997 0.675 -1.425 1.5 2.2 1.7
C -0.603 0.004 -0.154 -0.4 -1.2 -1.5
C 0.543 0.356 0.553 -0.3 0.1 -0.3
N 1.045 -0.325 1.584 -1.1 1.1 -0.3
C 0.515 -0.769 2.630 0.7 -1.5 0.8
H -0.618 -1.073 -2.726 -0.3 0.0 -0.1
H 0.744 -0.027 -2.474 0.0 0.2 -0.1
H -0.579 0.541 -3.512 0.0 -0.1 -0.1
H -2.023 1.041 -1.414 -0.4 -1.0 -0.5
H -0.468 1.637 -1.331 0.0 0.1 -0.4
H -1.184 -0.896 0.028 0.3 -0.1 0.7
H 1.031 1.271 0.220 0.3 -0.1 0.4
H 1.143 -1.366 3.287 0.1 -0.1 -0.1
H -0.533 -0.753 2.939 0.0 1.0 -0.3
```
Forces are in eV/Å.

As for the orbital gap (spin up / spin down): 10.06 / 8.21 eV. Its expectation value of S² is 0.7642. The spin multiplicity is 2. As for the LUMO energy (spin up / spin down): -5.1 / -7.9 eV. For the HOMO energy (spin up / spin down), the calculation gives -0.555 / -0.593 Eh. The net charge is +1.

3.
The following is a DFT calculation (ωB97M-V/def2-TZVPD) of a 2-piece molecular cluster, C3H7NO overall.

Structure (XYZ):
```
12
Properties=species:S:1:pos:R:3:forces:R:3
C -1.564 -0.838 0.522 0.0 0.0 0.1
C -1.040 0.378 -0.193 -0.1 0.2 0.1
O -0.846 1.451 0.335 -0.1 -0.4 -0.2
H -2.626 -0.962 0.276 0.1 0.0 0.0
H -1.457 -0.714 1.602 0.0 0.0 -0.1
H -1.031 -1.733 0.192 -0.1 0.2 0.0
H -0.898 0.255 -1.286 0.0 0.1 0.1
C 2.050 0.535 0.153 -0.1 -0.1 0.0
N 1.390 -0.519 -0.091 0.4 0.2 0.1
H 3.135 0.561 0.302 -0.1 0.0 0.0
H 1.505 1.480 0.225 0.1 -0.1 0.0
H 1.988 -1.344 -0.126 0.0 0.1 0.0
```
Forces are in eV/Å.

As for the orbital gap: 10.53 eV. The SMILES is CC=O.C=N. As for the LUMO energy: 1.1 eV. For the HOMO energy, the calculation gives -0.346 Eh. The net charge is 0.

4.
The following is a DFT calculation (ωB97M-V/def2-TZVPD) of a 2-piece molecular cluster, C23H29N3O5 overall in a non-equilibrium geometry.

Structure (XYZ):
```
60
Properties=species:S:1:pos:R:3:forces:R:3
C -2.138 2.842 3.577 -0.8 -0.2 0.5
C -0.784 2.877 2.917 -0.2 0.3 0.3
C -0.738 4.016 1.932 0.2 0.4 -0.6
C 0.270 3.063 3.983 0.4 -0.2 0.3
O -0.435 1.624 2.242 -0.2 -0.5 -0.8
C -1.239 1.231 1.230 -1.5 2.2 -0.8
N -0.566 0.183 0.454 -3.4 -4.0 1.8
N -1.501 -0.524 -0.085 1.0 2.1 0.7
C -1.159 -1.859 -0.487 0.8 -1.0 -0.8
O -0.097 -2.449 -0.387 -1.3 1.3 0.2
O -2.300 -2.357 -1.037 1.0 0.8 0.5
C -2.237 -3.657 -1.644 -0.1 -1.1 -0.6
C -1.919 -4.723 -0.625 0.0 -0.5 0.6
C -1.227 -3.707 -2.771 0.5 0.2 -0.6
C -3.612 -3.943 -2.218 -0.6 0.1 -0.2
O -2.336 1.713 0.996 1.9 -1.2 0.1
H -2.202 2.036 4.319 0.0 0.1 -0.2
H -2.298 3.792 4.112 0.1 -0.3 -0.2
H -2.942 2.721 2.849 0.2 0.0 0.2
H 0.244 4.064 1.443 -0.2 0.0 0.1
H -1.515 3.914 1.169 0.2 0.1 0.1
H -0.894 4.960 2.471 0.0 -0.2 -0.2
H 1.276 3.025 3.563 0.0 0.1 0.0
H 0.133 4.033 4.476 0.0 -0.2 -0.1
H 0.200 2.280 4.741 0.0 0.0 0.0
H -2.688 -4.743 0.161 0.2 0.0 -0.2
H -1.918 -5.706 -1.123 0.0 0.3 0.2
H -0.941 -4.558 -0.171 -0.1 -0.1 0.0
H -1.476 -2.977 -3.559 0.1 -0.2 0.3
H -0.213 -3.511 -2.409 -0.2 -0.1 -0.2
H -1.244 -4.711 -3.227 0.0 0.4 0.2
H -3.903 -3.208 -2.974 0.1 0.0 0.1
H -3.623 -4.932 -2.700 0.1 0.3 0.2
H -4.382 -3.950 -1.442 0.1 0.1 0.0
C 0.133 2.169 -4.683 0.0 0.0 0.2
C 0.333 0.785 -4.753 0.2 -0.1 0.1
C 0.944 0.123 -3.687 -0.3 -0.1 0.4
C 1.231 0.815 -2.495 0.7 0.1 -0.1
C 1.815 0.046 -1.320 1.5 -0.7 -0.4
C 1.568 0.505 0.003 2.1 1.5 -1.2
N 2.385 0.027 1.031 0.2 -0.3 -0.4
C 2.778 -1.297 1.065 -0.2 0.4 0.3
C 3.497 -1.782 2.141 0.1 0.2 0.3
C 3.857 -0.948 3.198 -0.3 0.3 -0.3
C 3.534 0.414 3.100 -0.1 -0.1 -0.1
C 2.858 0.888 1.996 -0.5 -0.5 0.1
O 2.587 -0.925 -1.561 -1.2 0.8 -0.2
C 1.161 2.217 -2.487 -0.6 -0.2 -0.2
C 0.567 2.892 -3.562 0.1 -0.4 -0.1
H -0.353 2.676 -5.518 0.1 -0.1 0.3
H 0.015 0.203 -5.632 0.3 0.5 0.4
H 1.196 -0.943 -3.742 -0.3 0.4 0.1
H 1.264 1.548 0.131 0.2 -0.5 0.1
H 2.506 -1.903 0.215 -0.2 0.2 0.2
H 3.746 -2.841 2.155 0.0 0.3 -0.1
H 4.371 -1.326 4.073 0.0 0.0 -0.1
H 3.788 1.116 3.893 0.1 -0.2 -0.3
H 2.618 1.935 1.827 0.0 -0.3 0.2
H 1.571 2.776 -1.643 -0.3 -0.1 -0.2
H 0.436 3.973 -3.520 0.1 -0.3 -0.1
```
Forces are in eV/Å.

As for the orbital gap: 5.23 eV. As for the LUMO energy: -1.3 eV. For the HOMO energy, the calculation gives -0.241 Eh. The net charge is 0.

In a.u., the E values for the records above are, in order, -3085.20876 -250.29644 -248.45644 -1434.16754.